Density functional theory data (ωB97M-V/def2-TZVPD) for one molecule with the formula C7H13NSi.

Computed properties:
Largest force on an atom ... 0.028 Eh/bohr

Last columns: bonded neighbours and bond lengths (Å).
Atoms and positions in Å:
1 C 0.936 1.986 -1.146  Si2 1.910, H10 1.087, H11 1.092, H12 1.088
2 Si 0.587 0.179 -0.637  C1 1.910, C3 1.880, C4 1.882, N5 1.789
3 C -0.222 -0.795 -2.026  Si2 1.880, H13 1.092, H14 1.102, H15 1.075
4 C 2.266 -0.600 -0.293  Si2 1.882, H16 1.088, H17 1.091, H18 1.074
5 N -0.420 -0.003 0.831  Si2 1.789, C6 1.384, C9 1.370
6 C -0.625 -1.186 1.519  N5 1.384, C7 1.368, H19 1.091
7 C -1.810 -1.130 2.199  C6 1.368, C8 1.408, H20 1.064
8 C -2.248 0.204 2.100  C7 1.408, C9 1.375, H21 1.072
9 C -1.430 0.845 1.201  N5 1.370, C8 1.375, H22 1.086
10 H 1.693 1.954 -1.926  C1 1.087
11 H 1.263 2.579 -0.289  C1 1.092
12 H 0.028 2.419 -1.561  C1 1.088
13 H 0.368 -0.710 -2.942  C3 1.092
14 H -1.216 -0.340 -2.166  C3 1.102
15 H -0.409 -1.824 -1.779  C3 1.075
16 H 2.931 0.205 0.012  C4 1.088
17 H 2.688 -0.935 -1.242  C4 1.091
18 H 2.309 -1.369 0.454  C4 1.074
19 H 0.035 -2.049 1.414  C6 1.091
20 H -2.175 -1.931 2.797  C7 1.064
21 H -3.034 0.651 2.677  C8 1.072
22 H -1.517 1.852 0.802  C9 1.086

---

Density functional theory data (ωB97M-V/def2-TZVPD) for a 2-piece molecular cluster, C7H13O overall.

Computed properties:
Largest force on an atom ... 0.040 Eh/bohr
Net charge ... -1

Last columns: bonded neighbours and bond lengths (Å).
Atoms and positions in Å:
1 C 3.560 -0.382 -0.113  O2 1.335, C3 1.564, H9 1.120, H10 1.122
2 O 4.253 0.449 0.670  C1 1.335
3 C 2.150 0.194 -0.471  C1 1.564, C4 1.513, H11 1.234, H12 1.097
4 C 0.874 -0.590 -0.253  C3 1.513, C5 1.510, H13 1.086, H14 1.095
5 C -0.213 0.132 0.508  C4 1.510, C8 1.407, H15 1.085
6 C -4.003 -0.039 -0.126  C7 1.504, H17 1.105, H18 1.095, H19 1.088
7 C -2.739 0.455 0.524  C6 1.504, C8 1.358, H20 1.081
8 C -1.523 0.158 -0.004  C5 1.407, C7 1.358, H21 1.094
9 H 4.070 -0.545 -1.097  C1 1.120
10 H 3.368 -1.400 0.317  C1 1.122
11 H 2.039 1.011 0.447  C3 1.234
12 H 2.303 0.771 -1.391  C3 1.097
13 H 0.494 -0.728 -1.261  C4 1.086
14 H 1.207 -1.485 0.282  C4 1.095
15 H -0.062 0.176 1.581  C5 1.085
16 H 1.780 1.725 0.817  no bonds
17 H -4.637 0.690 -0.661  C6 1.105
18 H -3.779 -0.856 -0.819  C6 1.095
19 H -4.643 -0.495 0.626  C6 1.088
20 H -2.857 1.054 1.415  C7 1.081
21 H -1.642 -0.296 -0.991  C8 1.094

---

Density functional theory data (ωB97M-V/def2-TZVPD) for one molecule with the formula C7H13O2.

Computed properties:
Largest force on an atom ... 0.059 Eh/bohr
Spin multiplicity ... 2

Last columns: bonded neighbours and bond lengths (Å).
Atoms and positions in Å:
1 H 0.210 1.409 -0.476  C2 1.115
2 C 0.699 0.808 0.327  H1 1.115, C3 1.538, C4 1.528, C9 1.530
3 C 0.892 1.661 1.592  C2 1.538, H11 1.095, H12 1.095, H13 1.097
4 C -0.415 -0.223 0.496  C2 1.528, C5 1.557, H14 1.096, H15 1.100
5 C -0.990 -0.624 -0.894  C4 1.557, C6 1.511, H16 1.096, H17 1.103
6 C -2.388 -1.197 -0.835  C5 1.511, O7 1.436, H18 1.100, H19 1.096
7 O -2.485 -2.242 0.146  C6 1.436, O8 1.391
8 O -2.409 -1.616 1.386  O7 1.391
9 C 1.974 0.078 -0.102  C2 1.530, C10 1.337, H20 1.102
10 C 2.580 0.253 -1.281  C9 1.337, H21 1.098, H22 1.106
11 H 1.683 2.413 1.515  C3 1.095
12 H -0.013 2.212 1.866  C3 1.095
13 H 1.161 1.024 2.443  C3 1.097
14 H -0.076 -1.147 0.976  C4 1.096
15 H -1.223 0.230 1.090  C4 1.100
16 H -1.085 0.279 -1.507  C5 1.096
17 H -0.303 -1.218 -1.519  C5 1.103
18 H -3.089 -0.412 -0.512  C6 1.100
19 H -2.668 -1.677 -1.779  C6 1.096
20 H 2.320 -0.641 0.659  C9 1.102
21 H 3.465 -0.329 -1.573  C10 1.098
22 H 2.162 0.961 -2.020  C10 1.106

---

Density functional theory data (ωB97M-V/def2-TZVPD) for one molecule with the formula C7H13O2P.

Computed properties:
Largest force on an atom ... 0.102 Eh/bohr

Last columns: bonded neighbours and bond lengths (Å).
Atoms and positions in Å:
1 C -1.527 2.261 0.610  C2 1.476, H11 1.088, H12 1.091, H13 1.090
2 C -0.747 1.028 0.387  C1 1.476, C3 1.433, P8 1.810
3 C 0.675 0.856 0.450  C2 1.433, C4 1.496, H14 1.073
4 C 1.137 -0.553 0.248  C3 1.496, C5 1.534, C6 1.531, O7 1.431
5 C 1.840 -1.062 1.513  C4 1.534, H15 1.088, H16 1.088, H17 1.087
6 C 2.066 -0.637 -0.966  C4 1.531, H18 1.087, H19 1.086, H20 1.088
7 O -0.015 -1.370 0.019  C4 1.431, P8 1.615
8 P -1.440 -0.612 0.061  C2 1.810, O7 1.615, C9 1.837, O10 1.465
9 C -2.054 -0.624 -1.670  P8 1.837, H21 1.088, H22 1.086, H23 1.086
10 O -2.393 -1.194 1.008  P8 1.465
11 H -0.877 3.132 0.683  C1 1.088
12 H -2.093 2.159 1.536  C1 1.091
13 H -2.248 2.412 -0.194  C1 1.090
14 H 1.377 1.645 0.638  C3 1.073
15 H 2.325 -2.014 1.311  C5 1.088
16 H 1.101 -1.205 2.299  C5 1.088
17 H 2.581 -0.342 1.852  C5 1.087
18 H 2.414 -1.656 -1.113  C6 1.087
19 H 2.924 0.013 -0.817  C6 1.086
20 H 1.534 -0.318 -1.859  C6 1.088
21 H -2.280 -1.656 -1.928  C9 1.088
22 H -2.973 -0.047 -1.703  C9 1.086
23 H -1.327 -0.215 -2.365  C9 1.086

---

Density functional theory data (ωB97M-V/def2-TZVPD) for a 2-piece molecular cluster, C7H13OP overall.

Computed properties:
Largest force on an atom ... 0.103 Eh/bohr
Spin multiplicity ... 3

Last columns: bonded neighbours and bond lengths (Å).
Atoms and positions in Å:
1 C 0.582 1.770 0.619  C2 1.455, C3 1.373, H10 1.133
2 C -0.839 1.787 0.311  C1 1.455, P9 1.675, H11 1.075
3 C 1.419 0.894 -0.027  C1 1.373, C4 1.494, H12 1.100
4 C 0.713 0.072 -1.056  C3 1.494, C5 1.511, C6 1.563, P9 1.901
5 C 0.936 0.547 -2.472  C4 1.511, H14 1.128, H15 1.025, H16 1.035
6 C 1.124 -1.430 -0.925  C4 1.563, H17 1.177, H18 1.094, H19 1.173
7 C -1.886 -1.365 3.075  H13 1.006, H20 1.056, H21 1.056, H22 1.054
8 O -2.041 0.564 -1.905  P9 1.447
9 P -1.106 0.564 -0.801  C2 1.675, C4 1.901, O8 1.447
10 H 0.988 2.549 1.335  C1 1.133
11 H -1.601 2.392 0.768  C2 1.075
12 H 2.517 0.911 0.040  C3 1.100
13 H -2.605 -1.997 2.767  C7 1.006
14 H 0.879 1.671 -2.392  C5 1.128
15 H 0.242 0.190 -3.137  C5 1.025
16 H 1.845 0.276 -2.886  C5 1.035
17 H 0.271 -2.227 -0.780  C6 1.177
18 H 1.822 -1.591 -0.099  C6 1.094
19 H 1.713 -1.929 -1.809  C6 1.173
20 H -1.134 -2.060 3.332  C7 1.056
21 H -1.621 -0.855 2.190  C7 1.056
22 H -2.216 -0.733 3.852  C7 1.054

---

Density functional theory data (ωB97M-V/def2-TZVPD) for a 2-piece molecular cluster, C7H13OP overall.

Computed properties:
Largest force on an atom ... 0.081 Eh/bohr
Spin multiplicity ... 3

Last columns: bonded neighbours and bond lengths (Å).
Atoms and positions in Å:
1 C -2.034 -1.950 0.134  C3 1.317, H10 1.112, H11 1.028
2 C 2.067 -0.433 0.833  C7 1.532, H12 1.142, H13 1.018
3 C -1.325 -0.896 -0.217  C1 1.317, C5 1.522, P9 1.784
4 C -0.687 1.771 0.213  C6 1.548, O8 1.210, P9 1.860
5 C -0.980 -0.731 -1.690  C3 1.522, H14 1.064, H15 1.168, H16 1.073
6 C -1.785 2.690 -0.375  C4 1.548, H17 1.106, H18 1.072, H19 1.143
7 C 3.315 -1.044 1.478  C2 1.532, H20 1.091, H21 1.114, H22 1.039
8 O 0.458 2.149 0.111  C4 1.210
9 P -0.765 0.148 1.117  C3 1.784, C4 1.860
10 H -2.197 -1.949 1.234  C1 1.112
11 H -2.288 -2.605 -0.617  C1 1.028
12 H 1.887 0.690 0.934  C2 1.142
13 H 1.746 -0.591 -0.120  C2 1.018
14 H -1.494 -1.361 -2.377  C5 1.064
15 H -0.934 0.332 -2.171  C5 1.168
16 H 0.055 -1.000 -1.789  C5 1.073
17 H -2.545 2.033 -0.838  C6 1.106
18 H -2.177 3.125 0.522  C6 1.072
19 H -1.276 3.321 -1.181  C6 1.143
20 H 4.113 -0.557 0.916  C7 1.091
21 H 3.367 -1.088 2.589  C7 1.114
22 H 3.481 -2.053 1.295  C7 1.039

---

Density functional theory data (ωB97M-V/def2-TZVPD) for one molecule with the formula C7H14.

Computed properties:
Largest force on an atom ... 0.022 Eh/bohr

Last columns: bonded neighbours and bond lengths (Å).
Atoms and positions in Å:
1 C 1.165 0.613 -3.191  C2 1.327, H8 1.082, H9 1.078
2 C 1.202 0.838 -1.884  C1 1.327, C3 1.500, H10 1.088
3 C 1.560 -0.186 -0.848  C2 1.500, C4 1.525, H11 1.092, H12 1.089
4 C 0.731 -0.112 0.430  C3 1.525, C5 1.524, H13 1.092, H14 1.087
5 C -0.761 0.085 0.192  C4 1.524, C6 1.522, H15 1.097, H16 1.093
6 C -1.560 0.285 1.473  C5 1.522, C7 1.547, H17 1.089, H18 1.088
7 C -1.461 -0.931 2.424  C6 1.547, H19 1.096, H20 1.079, H21 1.093
8 H 1.142 -0.377 -3.626  C1 1.082
9 H 1.062 1.457 -3.853  C1 1.078
10 H 1.008 1.871 -1.599  C2 1.088
11 H 1.527 -1.132 -1.394  C3 1.092
12 H 2.592 0.009 -0.561  C3 1.089
13 H 0.826 -1.063 0.960  C4 1.092
14 H 1.099 0.673 1.087  C4 1.087
15 H -1.153 -0.818 -0.294  C5 1.097
16 H -0.956 0.897 -0.512  C5 1.093
17 H -2.622 0.444 1.297  C6 1.089
18 H -1.151 1.132 2.020  C6 1.088
19 H -1.495 -1.833 1.803  C7 1.096
20 H -2.259 -0.853 3.145  C7 1.079
21 H -0.496 -0.998 2.932  C7 1.093

---

Density functional theory data (ωB97M-V/def2-TZVPD) for a 2-piece molecular cluster, C7H14 overall.

Computed properties:
Largest force on an atom ... 0.098 Eh/bohr

Last columns: bonded neighbours and bond lengths (Å).
Atoms and positions in Å:
1 C -0.063 -0.281 -2.730  C2 1.505, H8 1.151, H9 1.316, H10 1.217
2 C 0.794 0.481 -1.755  C1 1.505, C3 1.509, H12 1.082
3 C 0.852 -0.062 -0.349  C2 1.509, C4 1.654, H11 1.219, H13 1.099
4 C -0.194 0.514 0.796  C3 1.654, C6 1.531, H15 1.133, H16 1.120
5 C -0.873 -1.335 2.349  C6 1.399, H17 1.095, H18 1.089
6 C -0.008 -0.262 2.102  C4 1.531, C5 1.399, C7 1.391
7 C 1.013 0.061 2.990  C6 1.391, H19 1.083, H21 1.104
8 H -0.146 0.095 -3.815  C1 1.151
9 H 0.507 -1.415 -3.078  C1 1.316
10 H -1.102 -0.828 -2.409  C1 1.217
11 H 1.920 0.068 0.225  C3 1.219
12 H 0.901 1.483 -2.149  C2 1.082
13 H 0.747 -1.150 -0.232  C3 1.099
14 H -1.617 1.848 -1.947  H20 0.741
15 H -1.240 0.260 0.443  C4 1.133
16 H 0.134 1.570 0.623  C4 1.120
17 H -1.845 -1.491 1.870  C5 1.095
18 H -0.524 -2.169 2.955  C5 1.089
19 H 0.729 -0.128 4.018  C7 1.083
20 H -1.912 2.170 -2.545  H14 0.741
21 H 1.926 0.572 2.640  C7 1.104

---

Density functional theory data (ωB97M-V/def2-TZVPD) for one molecule with the formula C7H14.

Computed properties:
Largest force on an atom ... 0.070 Eh/bohr

Last columns: bonded neighbours and bond lengths (Å).
Atoms and positions in Å:
1 C -0.839 1.680 0.780  C2 1.500, H8 1.094, H9 1.096, H10 1.104
2 C -0.420 1.108 -0.541  C1 1.500, C3 1.480, C5 1.752, H11 1.090
3 C -0.621 -0.314 -0.900  C2 1.480, C4 1.505, C5 1.473, H12 1.083
4 C -1.792 -1.104 -0.378  C3 1.505, H13 1.094, H14 1.093, H15 1.096
5 C 0.657 -0.224 -0.173  C2 1.752, C3 1.473, C6 1.506, C7 1.519
6 C 0.797 -0.725 1.241  C5 1.506, H16 1.113, H17 1.134, H18 1.096
7 C 2.013 -0.107 -0.846  C5 1.519, H19 1.090, H20 1.095, H21 1.105
8 H -1.855 1.451 1.112  C1 1.094
9 H -0.695 2.764 0.848  C1 1.096
10 H -0.163 1.191 1.502  C1 1.104
11 H -0.003 1.794 -1.278  C2 1.090
12 H -0.447 -0.484 -1.955  C3 1.083
13 H -1.605 -2.173 -0.517  C4 1.094
14 H -2.689 -0.827 -0.938  C4 1.093
15 H -1.996 -0.927 0.684  C4 1.096
16 H 1.671 -0.371 1.832  C6 1.113
17 H 0.968 -1.658 0.620  C6 1.134
18 H -0.062 -0.958 1.880  C6 1.096
19 H 1.879 -0.017 -1.924  C7 1.090
20 H 2.464 0.819 -0.474  C7 1.095
21 H 2.754 -0.907 -0.668  C7 1.105

---

no.,E_tot (eV)
1,-16838.7745
2,-9510.6841
3,-11559.8064
4,-20855.1364
5,-18802.1535
6,-18800.1909
7,-7485.2852
8,-7477.0552
9,-7483.6647